1.
36
Properties=species:S:1:pos:R:3:mulliken_charge:R:1 method="wB97M-V/def2-TZVPD" e_homo_ev=-5.1 total_charge=-1 lumo_ev=1.911
C 1.0722 -0.3005 -0.8699 -0.935
C 1.9465 0.9091 -0.2298 1.503
C 0.9527 1.9520 0.5279 -0.168
O 0.3860 1.5807 1.6280 -0.614
O 0.7262 3.2303 0.0027 -0.791
C 3.1987 0.5530 0.7163 0.379
O 4.4368 1.0424 0.0722 -0.390
S 4.0354 0.7680 -1.5597 1.041
O 4.9328 1.3621 -2.6097 -0.618
O 4.1054 -0.7322 -1.6465 -0.556
O 2.5372 1.5165 -1.4507 -0.359
H 1.5444 -0.6316 -1.8701 0.304
H 0.9720 -1.2083 -0.1841 0.270
H 0.0470 0.1486 -1.1599 0.195
H 3.2308 -0.5992 0.8630 0.261
H 3.1833 0.9083 1.8249 -0.446
C -3.2029 0.8946 0.0473 -0.097
Cl -1.9352 -0.3030 0.3431 -0.027
Cl -2.5146 2.3643 -0.6525 -0.088
Cl -4.4580 0.2266 -1.0141 -0.137
H -3.6610 1.1504 1.0010 0.370
C -1.2980 -3.0442 -2.8228 0.013
Cl -2.0821 -1.5261 -2.3651 -0.087
Cl -1.0219 -3.1007 -4.5712 -0.150
Cl 0.2271 -3.2461 -1.9458 -0.100
H -1.9593 -3.8663 -2.5538 0.264
C 2.8983 3.4820 3.9286 0.120
Cl 1.4102 4.1791 4.5830 -0.128
Cl 4.2298 3.6608 5.0843 -0.159
Cl 2.6571 1.7798 3.5143 -0.152
H 3.1586 4.0216 3.0195 0.273
C -5.9306 -3.5438 0.1043 -0.053
Cl -4.6064 -3.0429 -0.9557 0.005
Cl -6.0026 -2.5114 1.5396 -0.114
Cl -7.4722 -3.5077 -0.7656 -0.137
H -5.7437 -4.5664 0.4271 0.310

***

2.
32
Properties=species:S:1:pos:R:3:mulliken_charge:R:1 method="wB97M-V/def2-TZVPD" e_homo_ev=-1.0 total_charge=-2 lumo_ev=3.935 e_above_lowest_kcal_mol=0.0
Pd -0.3532 -2.3325 0.2803 -0.141
N 1.5207 -0.0164 -2.9434 -0.717
N 0.3460 -0.6718 -2.4964 0.217
C -0.8769 -0.2890 -2.9716 0.561
N -1.8691 -0.7023 -2.2322 -0.035
N -0.8887 0.3980 -4.1130 -0.596
N -2.0803 0.7819 -4.6574 1.029
O -1.9530 1.4781 -5.6591 -0.695
O -3.1704 0.3830 -4.2254 -0.737
H 1.6424 -0.3321 -3.8659 0.269
H 1.4386 1.0384 -2.9755 0.261
H 0.3146 -0.8416 -1.4794 0.092
H -1.8724 -1.2028 -1.3151 0.017
H -2.7885 -0.4189 -2.6397 0.272
Cl -3.8956 -3.1490 -0.4109 -0.329
Si -1.8460 -3.6770 -0.5797 0.056
Cl -1.4896 -4.1033 -2.6611 -0.350
Cl -1.9041 -5.7190 0.1767 -0.387
Cl 2.3748 2.7668 6.4363 -0.299
C 1.9390 2.0858 4.7760 0.593
C 1.8728 0.7136 4.6929 -0.654
C 1.5145 0.1638 3.4622 -0.273
C 1.1256 1.0174 2.3832 -0.123
C 1.1835 2.4304 2.5721 -0.264
C 1.5745 2.9925 3.7754 -0.574
C 0.6810 0.4258 1.0581 0.821
O -0.0270 1.1343 0.2606 -0.731
O 1.0968 -0.7519 0.9194 -0.795
H 2.2972 0.1838 5.5720 0.290
H 1.5728 -0.8709 3.1823 0.434
H 0.8748 2.9979 1.7262 0.458
H 1.6449 4.0869 3.9520 0.332

***

3.
22
Properties=species:S:1:pos:R:3:lowdin_spin:R:1 method="wB97M-V/def2-TZVPD" e_homo_ev="-15.3 / -18.2" multiplicity=6 total_charge=+2 lumo_ev="-8.174 / -13.486" e_above_lowest_kcal_mol=20.8
Cl 2.4000 -0.2024 1.4613 1.092
C -0.1529 1.3055 -1.2227 0.320
C -1.0804 0.2507 -1.5132 0.316
C -0.3843 -0.9764 -1.4987 0.274
H -2.1395 0.3539 -1.7127 0.008
C 1.0163 -0.7255 -1.2097 0.240
C 1.1512 0.7278 -1.0905 0.265
H 2.0841 1.2662 -0.9470 0.005
H -0.3641 2.3663 -1.1215 0.008
H -0.7584 -1.9804 -1.7126 0.004
C 2.0724 -1.7618 -1.0465 0.111
Ir 0.0494 -0.0716 0.7324 1.708
C -1.1442 -1.1120 1.7380 0.181
O -1.7628 -1.8085 2.4599 0.107
C 0.3164 0.8629 2.3275 0.170
O 0.6170 1.3747 3.3277 0.082
H 1.6505 -2.7117 -0.6970 0.006
H 2.7729 -1.3837 -0.2780 0.036
H 2.6857 -1.8959 -1.9462 0.015
O -2.9296 2.4281 1.2311 0.059
H -3.4315 1.7738 0.6952 -0.002
H -2.6682 1.9201 2.0232 -0.002